# 1
A structure of composition C39H33AsCl3F10N6O9SSi2TeTi in a non-equilibrium geometry, computed with ωB97M-V/def2-TZVPD.

ORCA input file:
```
! wB97M-V def2-TZVPD RIJCOSX def2/J DEFGRID3
* xyz -2 4
Ti -0.447 -0.612 -0.282
C 3.595 -5.496 -3.011
C 2.856 -4.183 -3.027
C 3.179 -3.184 -3.937
C 2.459 -1.997 -3.993
C 1.417 -1.810 -3.112
C 1.102 -2.782 -2.167
C 1.820 -3.954 -2.120
S 0.281 -0.496 -3.388
O 0.766 0.362 -4.440
O -0.956 -1.198 -3.656
N 0.166 0.322 -1.975
C -0.212 1.690 -2.085
C -1.054 2.138 -3.116
C -1.387 3.467 -3.174
C -0.880 4.338 -2.213
C -0.102 3.797 -1.219
N 0.226 2.503 -1.135
H 4.126 -5.661 -3.948
H 2.904 -6.326 -2.856
H 4.328 -5.520 -2.199
H 3.996 -3.343 -4.632
H 2.689 -1.226 -4.718
H 0.292 -2.621 -1.468
H 1.560 -4.713 -1.391
H -1.461 1.434 -3.826
H -2.060 3.822 -3.944
H -1.113 5.395 -2.218
H 0.282 4.435 -0.425
O -0.288 -1.769 5.596
C -0.329 -1.558 4.415
C -0.498 -2.617 3.320
O -0.558 -3.806 3.500
C -0.549 -1.833 2.051
C -0.407 -0.477 2.327
O -0.453 0.372 1.323
C -0.231 -0.194 3.727
O -0.032 0.885 4.277
O -0.699 -2.213 0.842
F -2.374 1.678 -0.190
As -3.771 2.161 0.769
F -2.936 1.620 2.208
F -4.444 0.591 0.587
F -5.095 2.685 1.736
F -4.539 2.710 -0.667
F -3.000 3.715 0.976
F -1.823 -3.984 -1.406
C -2.517 -4.468 -2.443
C -2.155 -5.682 -2.925
F -1.101 -6.287 -2.362
C -2.851 -6.342 -3.975
C -3.975 -5.612 -4.448
C -4.328 -4.386 -3.976
F -5.397 -3.797 -4.524
C -3.600 -3.707 -2.962
C -3.883 -2.396 -2.539
C -2.998 -1.680 -1.697
N -2.302 -1.042 -1.041
C -4.982 -1.622 -3.037
N -5.860 -0.978 -3.413
F -4.728 -6.142 -5.422
C -2.468 -7.594 -4.484
C -3.194 -8.294 -5.503
N -3.718 -8.919 -6.318
C -1.291 -8.295 -4.060
N -0.355 -8.911 -3.789
C -2.505 3.620 4.829
Si -0.833 4.371 5.095
C -1.003 6.059 5.875
C 0.239 3.318 6.185
C 0.015 4.615 3.431
Te -0.154 2.904 2.176
C 1.876 2.359 2.272
Si 3.236 3.377 1.467
C 4.766 2.837 2.402
C 3.091 5.220 1.754
C 3.512 3.092 -0.342
H -3.032 3.460 5.772
H -2.415 2.646 4.335
H -3.128 4.246 4.184
H -1.508 5.989 6.844
H -1.585 6.736 5.242
H -0.021 6.514 6.043
H -0.109 3.344 7.221
H 1.279 3.660 6.164
H 0.218 2.277 5.845
H 1.071 4.861 3.554
H -0.478 5.429 2.889
H 1.897 1.369 1.801
H 2.089 2.233 3.337
H 4.798 3.289 3.400
H 5.674 3.128 1.866
H 4.792 1.750 2.527
H 3.188 5.489 2.810
H 2.149 5.639 1.384
H 3.907 5.702 1.208
H 3.086 2.149 -0.697
H 4.589 3.058 -0.526
H 3.076 3.890 -0.947
Cl 5.382 -0.899 0.723
C 3.723 -1.495 0.930
Cl 3.703 -3.264 0.707
Cl 3.196 -1.128 2.592
C 2.756 -0.858 -0.162
O 3.274 -0.459 -1.178
O 1.541 -0.920 0.188
*
```

Summary:
* energy above the lowest of the compared OMol25 structures with the same formula, charge and spin: 0.645 eV
* expectation value of S²: 3.80
* E_LUMO (spin up / spin down): 3.096 / 1.514 eV

***

# 2
A structure of composition C39H33Br5InN4O3S, computed with ωB97M-V/def2-TZVPD.

ORCA input file:
```
! wB97M-V def2-TZVPD RIJCOSX def2/J DEFGRID3
* xyz -1 1
In 0.495 -0.170 0.069
C -1.719 -5.238 1.876
C -2.589 -4.162 2.001
C -2.098 -2.865 2.006
C -0.728 -2.623 1.891
C 0.141 -3.708 1.806
C -0.354 -5.005 1.786
N -0.253 -1.293 1.847
C -0.203 -0.587 2.972
C -0.356 -1.150 4.279
C -0.303 -0.364 5.390
C -0.123 1.040 5.315
C -0.004 1.624 4.091
C -0.032 0.837 2.918
N -0.078 1.376 1.666
N -0.210 2.618 1.512
C -0.588 2.982 0.210
C -0.427 4.310 -0.181
C -0.946 4.693 -1.401
C -1.595 3.749 -2.186
C -1.655 2.442 -1.733
N -1.172 2.059 -0.551
H -2.102 -6.251 1.858
H -3.655 -4.334 2.089
H -2.765 -2.017 2.100
H 1.207 -3.523 1.773
H 0.335 -5.836 1.707
H -0.478 -2.220 4.372
H -0.389 -0.832 6.364
H -0.075 1.631 6.219
H 0.130 2.690 3.979
H 0.085 4.998 0.476
H -0.848 5.717 -1.738
H -2.022 4.010 -3.144
H -2.086 1.654 -2.337
Br 5.895 -1.398 4.883
C 5.148 -1.563 3.150
C 5.707 -2.444 2.235
Br 7.200 -3.511 2.690
C 5.124 -2.540 0.968
Br 5.827 -3.716 -0.338
C 4.021 -1.781 0.597
O 3.573 -1.856 -0.668
C 3.414 -0.884 1.533
O 2.377 -0.172 1.249
C 4.032 -0.807 2.802
Br 3.257 0.416 4.015
Br 1.047 1.669 -2.945
C 0.864 -0.079 -3.693
C 0.630 -0.128 -5.042
C 0.734 -1.341 -5.732
C 1.157 -2.450 -5.032
C 1.396 -2.405 -3.659
C 1.860 -3.576 -2.959
C 2.184 -3.557 -1.660
C 2.130 -2.307 -0.861
C 1.340 -1.240 -1.495
C 1.160 -1.215 -2.888
H 0.417 0.788 -5.576
H 0.558 -1.381 -6.798
H 1.320 -3.391 -5.548
H 1.954 -4.497 -3.528
H 2.552 -4.451 -1.166
H 1.817 -2.537 0.159
C -6.516 -2.156 -1.596
C -5.024 -2.151 -1.910
C -4.205 -1.756 -0.694
S -2.432 -1.515 -0.984
O -2.343 -0.551 -2.123
C -1.992 -3.163 -1.623
C -1.991 -3.221 -3.143
C -1.517 -4.585 -3.628
H -7.103 -2.420 -2.476
H -6.847 -1.173 -1.256
H -6.751 -2.875 -0.808
H -4.807 -1.449 -2.718
H -4.717 -3.139 -2.257
H -4.304 -2.474 0.126
H -4.521 -0.779 -0.318
H -2.672 -3.888 -1.169
H -0.988 -3.360 -1.238
H -1.335 -2.437 -3.520
H -2.984 -3.002 -3.539
H -0.508 -4.788 -3.270
H -1.499 -4.623 -4.718
H -2.172 -5.386 -3.272
*
```

Summary:
* energy above the lowest of the compared OMol25 structures with the same formula, charge and spin: 3.597 eV
* E_LUMO: 1.047 eV

***

# 3
A structure of composition C39H33ClN6O3P2SV in a non-equilibrium geometry, computed with ωB97M-V/def2-TZVPD.

ORCA input file:
```
! wB97M-V def2-TZVPD RIJCOSX def2/J DEFGRID3
* xyz 0 4
V 0.346 -1.054 0.592
Cl -1.475 1.427 6.901
C -1.117 0.470 5.499
C -2.041 -0.487 5.067
C -1.769 -1.244 3.949
C -0.612 -1.023 3.183
O -0.406 -1.683 2.075
C 0.350 -0.072 3.663
C 1.604 0.050 3.000
N 1.824 -0.531 1.832
C 3.063 -0.891 1.359
C 4.298 -0.319 1.608
C 5.464 -0.928 1.120
C 5.421 -2.114 0.432
C 4.178 -2.731 0.159
C 4.024 -3.944 -0.543
C 2.763 -4.452 -0.735
C 1.648 -3.737 -0.284
N 1.752 -2.571 0.328
C 2.996 -2.086 0.579
C 0.067 0.656 4.833
H -2.963 -0.628 5.613
H -2.469 -1.992 3.597
H 2.427 0.497 3.557
H 4.364 0.602 2.174
H 6.420 -0.458 1.309
H 6.329 -2.591 0.086
H 4.898 -4.456 -0.924
H 2.613 -5.386 -1.257
H 0.647 -4.118 -0.438
H 0.789 1.380 5.194
C 3.383 -0.674 -2.230
P 1.875 0.275 -1.738
C 2.664 1.948 -1.908
C 0.991 0.205 -3.368
C 1.434 -0.658 -4.368
C 0.774 -0.753 -5.583
C -0.359 0.000 -5.820
C -0.816 0.866 -4.842
C -0.157 0.989 -3.624
P -0.696 2.201 -2.366
C -0.413 3.749 -3.349
C -2.535 2.111 -2.538
H 3.174 -1.741 -2.306
H 4.157 -0.520 -1.477
H 3.758 -0.304 -3.185
H 2.897 2.145 -2.955
H 3.592 1.941 -1.332
H 2.013 2.733 -1.528
H 2.297 -1.289 -4.208
H 1.140 -1.438 -6.337
H -0.886 -0.089 -6.761
H -1.701 1.460 -5.038
H -0.922 3.698 -4.312
H 0.653 3.902 -3.520
H -0.802 4.596 -2.780
H -2.878 2.518 -3.490
H -2.995 2.683 -1.731
H -2.848 1.071 -2.452
O -5.977 2.538 3.385
N -5.812 1.625 2.585
O -6.752 1.013 2.090
C -4.464 1.285 2.221
C -3.480 2.136 2.676
C -2.139 2.002 2.303
C -1.141 2.934 2.691
C 0.094 2.851 2.110
C 0.379 1.785 1.257
N -0.490 0.792 0.996
C -1.746 0.925 1.472
C -2.750 -0.038 1.078
N -2.313 -1.077 0.353
C -3.167 -1.976 -0.077
C -4.534 -1.886 0.181
C -5.012 -0.830 0.917
C -4.117 0.145 1.412
H -3.777 2.973 3.291
H -1.385 3.717 3.397
H 0.865 3.577 2.328
H 1.326 1.741 0.736
H -2.761 -2.792 -0.666
H -5.210 -2.636 -0.206
H -6.062 -0.736 1.121
S -1.047 -3.385 -3.012
C -0.563 -2.327 -1.924
N -0.192 -1.570 -1.097
*
```

Summary:
* energy above the lowest of the compared OMol25 structures with the same formula, charge and spin: 1.888 eV
* expectation value of S²: 3.80
* E_LUMO (spin up / spin down): -1.261 / -1.169 eV

***

# 4
A structure of composition C39H34Br2F6N10O4RbS4 in a non-equilibrium geometry, computed with ωB97M-V/def2-TZVPD.

ORCA input file:
```
! wB97M-V def2-TZVPD RIJCOSX def2/J DEFGRID3
* xyz -1 1
Rb -0.187 0.858 0.389
C 0.239 -3.817 0.909
C 1.423 -2.918 1.327
C 1.326 -2.444 2.758
C 2.395 -2.562 3.643
C 2.273 -2.043 4.925
C 1.086 -1.431 5.290
C 0.062 -1.385 4.356
N 0.169 -1.884 3.127
N -0.132 -3.602 -0.475
C -1.523 -3.585 -0.900
C -2.490 -3.113 0.152
C -3.525 -3.948 0.561
C -4.387 -3.524 1.561
C -4.183 -2.279 2.124
C -3.137 -1.504 1.647
N -2.309 -1.895 0.677
C 0.743 -4.186 -1.452
C 1.501 -3.194 -2.330
C 2.343 -3.679 -3.328
C 2.998 -2.782 -4.154
C 2.782 -1.427 -3.967
C 1.922 -1.036 -2.956
N 1.305 -1.894 -2.135
H -0.601 -3.559 1.546
H 0.501 -4.872 1.099
H 1.387 -2.045 0.670
H 2.380 -3.420 1.169
H 3.309 -3.048 3.322
H 3.097 -2.113 5.624
H 0.959 -0.982 6.266
H -0.882 -0.904 4.597
H -1.852 -4.578 -1.244
H -1.599 -2.903 -1.751
H -3.646 -4.919 0.099
H -5.197 -4.163 1.893
H -4.809 -1.914 2.930
H -2.956 -0.524 2.068
H 0.166 -4.820 -2.139
H 1.465 -4.845 -0.958
H 2.472 -4.750 -3.450
H 3.651 -3.138 -4.941
H 3.253 -0.687 -4.603
H 1.702 0.007 -2.787
C -1.640 -2.012 -5.817
S -2.360 -1.479 -4.251
C -1.551 0.103 -3.911
S -0.271 0.717 -4.855
N -2.118 0.663 -2.898
N -1.552 1.716 -2.296
C -2.247 2.776 -2.172
C -1.759 3.920 -1.390
C -2.583 5.032 -1.204
C -2.113 6.109 -0.477
C -0.834 6.056 0.057
C -0.081 4.919 -0.187
N -0.517 3.877 -0.894
H -2.398 -2.600 -6.337
H -0.748 -2.613 -5.645
H -1.375 -1.126 -6.389
H -3.232 2.854 -2.629
H -3.583 5.030 -1.624
H -2.735 6.983 -0.323
H -0.431 6.874 0.641
H 0.939 4.841 0.181
F 1.007 4.785 3.656
C 1.557 3.615 3.333
F 2.171 3.734 2.155
F 2.464 3.296 4.256
S 0.290 2.285 3.298
O 0.990 1.159 2.727
O -0.152 2.187 4.658
N -0.720 2.967 2.277
S -2.177 2.354 2.217
O -2.374 1.268 3.140
O -2.658 2.180 0.876
C -3.218 3.721 2.886
F -3.390 4.673 1.971
F -2.654 4.260 3.964
F -4.412 3.231 3.219
Br 7.604 -0.817 0.224
C 5.856 -0.087 0.267
C 5.040 -0.332 1.352
C 3.768 0.223 1.322
N 3.326 0.980 0.319
C 4.137 1.229 -0.706
C 5.417 0.692 -0.786
C 3.598 2.145 -1.759
C 4.440 2.969 -2.496
C 3.850 3.839 -3.395
Br 4.940 5.020 -4.403
C 2.482 3.863 -3.562
C 1.731 2.979 -2.794
N 2.277 2.152 -1.904
H 5.375 -0.931 2.188
H 3.071 0.060 2.140
H 6.047 0.868 -1.647
H 5.510 2.959 -2.344
H 2.011 4.535 -4.266
H 0.653 2.922 -2.897
*
```

Summary:
* energy above the lowest of the compared OMol25 structures with the same formula, charge and spin: 0.713 eV
* E_LUMO: 1.839 eV

***

# 5
A structure of composition C39H34ClN3SSi2V in a non-equilibrium geometry, computed with ωB97M-V/def2-TZVPD.

ORCA input file:
```
! wB97M-V def2-TZVPD RIJCOSX def2/J DEFGRID3
* xyz 2 2
C -1.583 2.509 3.531
C -0.773 2.652 2.361
C -1.421 1.956 1.291
H 0.130 3.244 2.284
C -2.629 1.385 1.812
C -2.730 1.740 3.189
H -3.548 1.463 3.855
H -1.431 3.012 4.483
H -1.085 1.890 0.264
H -3.349 0.805 1.246
V -0.989 0.642 2.791
Si 0.405 -1.050 -0.978
C 1.897 0.205 -0.839
C 3.186 -0.342 -0.897
H 3.300 -1.429 -0.820
C 4.308 0.469 -1.078
H 5.263 -0.016 -1.268
C 4.206 1.862 -1.008
H 5.113 2.468 -1.125
C 2.949 2.413 -0.747
H 2.891 3.493 -0.625
C 1.806 1.604 -0.665
H 0.858 2.094 -0.438
C -1.080 -0.043 -1.712
C -0.902 0.945 -2.692
H 0.089 1.318 -2.960
C -2.003 1.443 -3.408
H -1.851 2.119 -4.250
C -3.308 1.108 -3.051
H -4.173 1.519 -3.584
C -3.490 0.227 -1.984
H -4.494 -0.061 -1.673
C -2.394 -0.304 -1.301
H -2.560 -0.997 -0.475
H -0.019 -0.502 0.423
Si 0.819 -2.192 -2.919
C -0.566 -2.279 -4.160
C -0.275 -1.922 -5.488
H 0.765 -1.731 -5.787
C -1.319 -1.786 -6.410
H -1.081 -1.484 -7.431
C -2.639 -2.026 -6.014
H -3.451 -1.933 -6.738
C -2.918 -2.378 -4.692
H -3.943 -2.501 -4.358
C -1.887 -2.570 -3.777
H -2.074 -2.900 -2.751
C 2.372 -1.696 -3.785
C 2.468 -0.337 -4.103
H 1.652 0.343 -3.840
C 3.618 0.147 -4.711
H 3.670 1.212 -4.923
C 4.643 -0.728 -5.060
H 5.511 -0.343 -5.578
C 4.562 -2.076 -4.716
H 5.361 -2.762 -4.989
C 3.442 -2.563 -4.039
H 3.386 -3.601 -3.710
H 1.037 -3.557 -2.336
Cl 0.141 -2.935 0.159
N -0.799 -0.545 6.740
C 0.034 0.550 7.001
C 0.317 1.205 8.190
C 1.003 2.429 8.121
C 1.355 2.973 6.871
C 1.039 2.325 5.670
C 0.389 1.090 5.756
N -0.240 0.323 4.764
C -0.945 -0.668 5.393
C -1.862 -1.465 4.625
C -2.790 -2.419 4.992
S -3.750 -2.869 3.614
C -2.887 -1.804 2.583
N -1.918 -1.110 3.260
H -1.269 -1.135 7.426
H -0.006 0.762 9.132
H 1.284 2.966 9.033
H 1.881 3.928 6.837
H 1.280 2.729 4.684
H -2.926 -2.787 6.003
H -3.074 -1.725 1.509
*
```

Summary:
* energy above the lowest of the compared OMol25 structures with the same formula, charge and spin: 0.000 eV
* expectation value of S²: 0.96
* E_LUMO (spin up / spin down): -8.833 / -8.625 eV